Computed, not measured: a structure of composition C7H18N2 in a non-equilibrium geometry, with ωB97M-V/def2-TZVPD.

Values from the calculation:
HOMO energy ... -8.8 eV
E_LUMO ... 0.83 eV
Energy ... -386.90588 a.u.
Strongest force on any atom ... 3.90 eV/Å
Charge ... 0
ΔE to the lowest compared entry with this formula, charge and spin ... 3.365 eV

Last column: Mulliken charge in e.
Atoms and positions in Å:
C1 -0.491 -1.438 0.933  -0.700
C2 -0.394 -1.694 -1.633  -1.238
C3 -1.066 -1.132 -0.432  1.396
N1 -1.413 -2.530 1.198  -0.564
N2 -0.529 -0.387 1.946  -0.591
C4 -2.402 -0.763 -0.398  -1.436
H1 0.542 -1.794 0.849  0.396
H2 -2.445 -1.937 0.682  0.417
H3 -1.085 -3.094 1.982  0.195
H4 -0.049 0.453 1.642  0.202
H5 -1.484 -0.141 2.179  0.295
H6 0.160 -2.603 -1.401  0.331
H7 -1.102 -1.906 -2.434  0.353
H8 0.322 -0.960 -2.015  0.220
H9 -2.950 -0.698 -1.329  0.385
H10 -2.710 0.014 0.293  0.282
C5 1.172 1.794 -0.670  0.179
C6 2.313 0.840 -0.322  -1.046
C7 1.077 2.965 0.306  -1.306
H11 1.315 2.178 -1.684  0.368
H12 0.223 1.249 -0.677  -0.042
H13 2.373 0.013 -1.031  0.276
H14 0.932 2.612 1.330  0.292
H15 1.993 3.557 0.292  0.373
H16 3.272 1.362 -0.338  0.414
H17 2.183 0.418 0.676  0.232
H18 0.243 3.622 0.056  0.315



Computed, not measured: a structure of composition C5H8NiO3 in a non-equilibrium geometry, with ωB97M-V/def2-TZVPD.

Values from the calculation:
HOMO energy (spin up / spin down) ... -12.3 / -14.6 eV
E_LUMO (spin up / spin down) ... -5.23 / -6.23 eV
Energy ... -1928.97143 a.u.
Strongest force on any atom ... 1.96 eV/Å
Charge ... +1
ΔE to the lowest compared entry with this formula, charge and spin ... 0.000 eV
Multiplicity ... 4

Last column: Mulliken charge in e.
Atoms and positions in Å:
Ni1 -1.616 -0.731 -1.975  0.840
O1 -0.569 -1.318 -0.571  -0.717
O2 0.505 0.507 0.191  -0.245
C1 0.626 1.177 -1.089  -0.668
C2 -0.642 1.909 -1.500  -0.092
O3 -1.714 1.077 -1.774  -0.628
C3 -0.159 -0.599 0.358  0.894
H1 1.445 1.887 -0.933  0.346
H2 0.945 0.436 -1.836  0.360
H3 -0.353 2.541 -2.363  0.367
H4 -0.904 2.607 -0.680  0.337
C4 -0.174 -1.074 1.790  -0.225
C5 0.979 -2.002 1.995  -0.837
H5 -0.093 -0.194 2.440  0.277
H6 -1.132 -1.579 1.964  0.304
H7 0.920 -3.030 1.639  0.345
H8 1.935 -1.614 2.344  0.341



Computed, not measured: an isolated molecule of C8H16N5O3P in a non-equilibrium geometry, with ωB97M-V/def2-TZVPD.

Values from the calculation:
HOMO energy ... -9.6 eV
E_LUMO ... -1.11 eV
Energy ... -1155.25286 a.u.
SMILES ... NCCCCCc1nnc(CP(=O)(O)O)nn1
Strongest force on any atom ... 3.90 eV/Å
Charge ... 0

Last column: Mulliken charge in e.
Atoms and positions in Å:
N1 4.650 -1.860 0.421  -0.654
C1 4.285 -0.635 -0.358  -0.459
C2 2.769 -0.202 -0.179  -0.437
C3 2.765 1.383 0.003  -0.669
C4 1.301 1.833 0.420  -0.651
C5 0.409 2.241 -0.852  -0.519
C6 -0.824 1.255 -0.857  0.308
N2 -2.008 1.812 -0.468  -0.452
N3 -3.022 0.981 -0.428  -0.012
C7 -2.724 -0.301 -0.780  0.251
C8 -3.935 -1.323 -0.684  -0.455
P1 -4.674 -1.060 1.042  0.948
O1 -5.691 0.054 0.908  -0.633
O2 -3.468 -0.624 2.140  -0.491
O3 -5.437 -2.436 1.615  -0.507
N4 -1.553 -0.849 -1.207  -0.507
N5 -0.537 -0.017 -1.248  0.023
H1 4.763 -2.611 -0.263  0.242
H2 5.590 -1.687 0.783  0.244
H3 4.520 -0.749 -1.453  0.293
H4 4.914 0.208 0.044  0.347
H5 2.211 -0.518 -1.095  0.205
H6 2.360 -0.724 0.720  0.242
H7 3.146 1.908 -0.910  0.275
H8 3.420 1.563 0.903  0.400
H9 1.338 2.678 1.165  0.430
H10 0.829 0.965 0.964  0.286
H11 0.993 2.155 -1.808  0.374
H12 0.086 3.297 -0.696  0.281
H13 -4.695 -1.124 -1.482  0.315
H14 -3.572 -2.383 -0.792  0.304
H15 -2.608 -0.990 1.876  0.340
H16 -5.599 -2.240 2.557  0.337



Computed, not measured: a structure of composition C36H42ClGeIN8O4W in a non-equilibrium geometry, with ωB97M-V/def2-TZVPD.

Values from the calculation:
HOMO energy ... -6.1 eV
E_LUMO ... -0.30 eV
Energy ... -5038.03530 a.u.
Strongest force on any atom ... 2.31 eV/Å
Charge ... 0
ΔE to the lowest compared entry with this formula, charge and spin ... 2.409 eV

Last column: Mulliken charge in e.
Atoms and positions in Å:
W1 -1.964 1.515 -1.394  1.587
C1 2.244 4.039 -1.525  -0.926
N1 1.316 4.324 -0.432  0.146
C2 1.422 5.706 0.036  -1.070
C3 0.097 3.707 -0.435  0.210
N2 -0.315 2.898 -1.355  -0.160
N3 -0.656 4.046 0.688  0.132
C4 -1.904 3.652 1.141  0.292
N4 -2.172 4.234 2.370  -0.561
N5 -2.678 2.848 0.535  -0.332
H1 3.230 4.386 -1.224  0.309
H2 1.949 4.579 -2.435  0.347
H3 2.312 2.964 -1.698  0.278
H4 2.472 5.984 0.018  0.396
H5 1.079 5.850 1.059  0.320
H6 0.870 6.392 -0.617  0.296
H7 0.407 2.723 -2.047  0.077
H8 -0.076 4.373 1.443  0.327
H9 -1.929 5.208 2.463  0.200
H10 -3.079 4.016 2.750  0.235
H11 -3.544 2.670 1.030  0.072
Cl1 -8.970 3.037 -1.996  -0.275
C5 -7.416 2.250 -1.894  0.482
C6 -7.352 0.885 -1.842  -0.386
C7 -6.119 0.210 -1.760  -0.314
I1 -6.090 -1.860 -1.684  0.044
C8 -4.918 0.905 -1.722  0.387
O1 -3.745 0.373 -1.635  -0.916
C9 -5.013 2.350 -1.792  0.412
N6 -3.815 2.988 -1.785  0.509
C10 -3.796 4.297 -1.867  -0.402
C11 -4.972 5.069 -1.940  -1.174
C12 -6.187 4.445 -1.945  -0.743
C13 -6.242 3.035 -1.876  -0.326
H12 -8.270 0.315 -1.864  0.407
H13 -2.817 4.766 -1.867  0.531
H14 -4.904 6.146 -2.002  0.429
H15 -7.102 5.018 -2.011  0.433
N7 -1.193 0.265 -3.078  -0.558
C14 -0.987 0.647 -4.467  -0.615
C15 -2.092 1.521 -5.031  -0.805
N8 -2.485 2.532 -4.060  -0.248
H16 -0.291 0.085 -2.547  0.393
H17 -1.745 -0.591 -3.018  0.371
H18 -0.904 -0.250 -5.087  0.423
H19 -0.023 1.161 -4.544  0.285
H20 -2.963 0.901 -5.253  0.348
H21 -1.763 1.957 -5.980  0.362
H22 -3.467 2.771 -4.142  0.189
H23 -1.930 3.379 -4.129  0.192
O2 -1.363 0.590 -0.111  -0.415
O3 2.362 1.101 -1.099  -0.868
C16 1.701 0.068 -0.851  0.064
O4 0.699 -0.332 -1.496  -0.846
C17 2.082 -0.769 0.366  -0.170
C18 2.367 -2.225 -0.006  -1.018
Ge1 2.753 -3.330 1.556  1.691
C19 1.356 -3.044 2.896  -0.258
C20 1.642 -2.582 4.178  -0.323
C21 0.623 -2.354 5.096  -0.622
C22 -0.698 -2.580 4.738  -0.452
C23 -0.999 -3.032 3.460  -0.806
C24 0.021 -3.260 2.548  -0.073
C25 2.795 -5.233 1.083  0.127
C26 1.952 -6.163 1.687  -0.263
C27 2.008 -7.508 1.337  -0.619
C28 2.912 -7.939 0.377  -0.399
C29 3.761 -7.023 -0.231  -0.663
C30 3.702 -5.683 0.122  -0.466
C31 4.505 -2.901 2.318  0.050
C32 5.318 -1.915 1.764  -0.487
C33 6.574 -1.645 2.295  -0.642
C34 7.032 -2.360 3.391  -0.427
C35 6.235 -3.350 3.952  -0.714
C36 4.984 -3.619 3.415  -0.180
H24 1.228 -0.736 1.051  0.227
H25 2.932 -0.304 0.867  0.307
H26 3.196 -2.297 -0.717  0.461
H27 1.495 -2.641 -0.517  0.527
H28 2.669 -2.392 4.468  0.356
H29 0.862 -1.995 6.090  0.392
H30 -1.493 -2.400 5.451  0.383
H31 -2.030 -3.198 3.171  0.400
H32 -0.231 -3.601 1.549  0.461
H33 1.242 -5.840 2.440  0.316
H34 1.346 -8.218 1.816  0.384
H35 2.956 -8.985 0.104  0.367
H36 4.471 -7.355 -0.979  0.385
H37 4.377 -4.980 -0.356  0.340
H38 4.974 -1.346 0.908  0.269
H39 7.193 -0.875 1.852  0.393
H40 8.010 -2.150 3.807  0.374
H41 6.592 -3.916 4.804  0.384
H42 4.377 -4.405 3.853  0.441



| no. | M (u) |
| --- | --- |
| 1 | 130.24 |
| 2 | 174.81 |
| 3 | 261.22 |
| 4 | 1069.59 |